Record 1
Entry from OMol25: a structure of composition C45H47LuN13O7PSe2Te2 at a distorted geometry (ωB97M-V/def2-TZVPD).

Structure (XYZ):
```
118
Properties=species:S:1:pos:R:3
Lu 1.312 -3.944 -0.544
Se 3.424 -2.551 -5.978
Te 4.487 -4.048 -4.672
Te 2.666 -6.169 -4.932
Se 1.138 -6.391 -2.725
N 6.623 0.428 2.583
C 5.365 0.282 3.343
C 4.909 -1.039 4.069
O 5.405 -2.075 3.598
O 4.206 -1.060 5.038
H 6.978 1.438 2.730
H 7.492 -0.134 2.639
H 4.298 0.396 2.782
H 5.313 1.192 3.969
C -3.510 1.165 4.335
N -3.396 -0.245 4.167
C -3.079 -0.561 2.844
N -3.910 -1.402 2.278
C -4.576 -1.833 3.192
N -4.284 -1.211 4.502
C -2.348 1.926 4.739
C -2.240 3.284 4.476
C -1.288 4.048 5.177
C -0.370 3.472 6.064
C -0.416 2.067 6.170
C -1.445 1.358 5.610
C 0.479 1.116 7.015
N 1.570 1.394 7.589
N 2.300 0.212 7.712
C 1.527 -0.734 7.290
O 0.271 -0.211 6.884
C 1.782 -2.222 7.398
C 2.627 -2.963 8.262
C 2.620 -4.370 8.095
C 1.761 -5.041 7.168
C 1.022 -4.278 6.299
C -0.076 -4.695 5.377
N 0.129 -4.018 4.087
C 1.135 -3.514 3.362
N 0.683 -2.916 2.275
C -0.664 -3.147 2.330
N -1.035 -3.749 3.366
C 1.146 -2.885 6.391
H -4.410 0.897 4.957
H -4.013 1.555 3.457
H -2.263 -0.225 2.306
H -5.184 -2.671 2.992
H -2.594 3.798 3.599
H -0.941 5.030 4.813
H 0.514 4.005 6.312
H -1.459 0.308 5.799
H 3.188 -2.526 9.052
H 3.216 -5.024 8.723
H 1.682 -6.112 7.321
H -0.980 -4.383 5.876
H -0.163 -5.780 5.250
H 2.138 -3.759 3.655
H -1.373 -2.826 1.542
H 0.517 -2.304 5.731
O -3.536 2.290 -6.704
N 9.267 4.907 -6.028
C 8.463 4.441 -5.380
C 7.454 3.709 -4.650
C 6.653 2.788 -5.315
C 5.671 2.155 -4.616
C 5.524 2.269 -3.192
C 6.368 3.176 -2.549
C 7.237 3.913 -3.324
N 4.393 1.615 -2.487
C 4.188 1.649 -1.159
C 3.162 0.713 -0.960
N 2.871 0.059 -2.171
C 3.508 0.767 -3.048
H 6.803 2.575 -6.349
H 5.010 1.422 -5.038
H 6.292 3.266 -1.473
H 7.977 4.519 -2.807
H 4.178 2.551 -0.569
H 2.662 0.532 0.005
H 3.421 0.421 -4.054
N -0.528 -3.106 -0.812
C -1.537 -2.963 -1.442
C -2.663 -3.544 -1.972
C -4.004 -3.323 -1.583
C -5.061 -3.855 -2.280
C -4.902 -4.654 -3.387
C -3.585 -4.922 -3.791
C -2.546 -4.355 -3.135
H -4.229 -2.668 -0.763
H -6.042 -3.595 -1.924
H -5.776 -4.932 -3.949
H -3.327 -5.442 -4.703
H -1.568 -4.670 -3.539
C -6.190 1.422 -6.123
C -6.506 2.691 -5.482
O -5.299 3.331 -5.256
P -4.178 3.888 -6.202
O -3.338 1.098 -5.689
C -2.060 0.740 -6.050
C -1.366 0.831 -7.476
O -3.435 4.533 -5.001
C -4.259 5.619 -4.183
C -3.733 6.905 -4.745
H -6.954 1.290 -6.849
H -6.357 0.636 -5.383
H -5.283 1.460 -6.636
H -6.915 2.601 -4.535
H -7.303 3.206 -6.112
H -1.818 -0.320 -5.775
H -1.480 1.301 -5.331
H -1.914 0.555 -8.372
H -0.537 0.159 -7.418
H -1.038 1.817 -7.852
H -3.946 5.248 -3.204
H -5.313 5.134 -4.152
H -3.980 7.937 -4.520
H -3.801 6.981 -5.837
H -2.703 6.869 -4.411
```

Values from the calculation:
charge	-2
DFT total energy	-9896.74776	hartree
relative energy (zero: lowest compared OMol25 entry of this formula, charge and spin)	1396.08	kJ/mol
LUMO (spin up / spin down)	2.739 / 2.740	eV

***

Record 2
Entry from OMol25: a cluster of 9 separate species, C24H50FNO34S8Si2 in total at a distorted geometry (ωB97M-V/def2-TZVPD).

Structure (XYZ):
```
120
Properties=species:S:1:pos:R:3
C -5.625 1.445 2.529
C -4.329 1.911 3.385
C -3.425 2.928 2.460
C -2.584 3.920 3.432
Si -2.366 1.883 1.253
C -0.739 1.189 1.991
C -0.305 -0.272 1.362
C 0.599 -0.081 0.000
F -1.469 -1.117 1.064
O -1.961 2.790 -0.187
Si -3.135 2.222 -1.385
N -2.667 0.659 -2.145
C -3.529 -0.286 -1.757
O -4.236 -1.154 -1.127
H -5.354 0.875 1.544
H -6.286 2.339 2.224
H -6.221 0.685 3.174
H -3.634 1.010 3.622
H -4.677 2.486 4.328
H -4.178 3.579 1.838
H -2.752 3.588 4.541
H -3.080 4.980 3.360
H -1.472 4.038 3.153
H -3.184 0.743 0.836
H 0.126 1.911 1.669
H -0.765 1.019 3.145
H 0.414 -0.807 2.115
H 0.715 -1.144 -0.469
H 0.078 0.570 -0.796
H 1.683 0.269 0.251
H -4.460 2.126 -0.739
H -3.102 3.250 -2.449
C -9.225 0.699 -0.285
C -8.365 0.662 -1.541
O -8.265 2.021 -1.963
S -8.294 2.986 -0.655
O -6.939 3.319 -0.313
O -9.317 3.974 -0.842
O -8.828 1.881 0.411
H -10.286 0.791 -0.535
H -9.076 -0.181 0.344
H -8.803 0.045 -2.327
H -7.356 0.302 -1.317
C 0.782 -0.850 6.064
C 1.230 -0.086 7.302
O 0.532 1.157 7.244
S -0.913 0.922 6.536
O -1.900 0.774 7.568
O -1.046 1.858 5.456
O -0.606 -0.548 5.913
H 1.306 -0.497 5.171
H 0.928 -1.927 6.167
H 2.308 0.077 7.323
H 0.923 -0.603 8.217
C 0.742 6.778 -2.435
C -0.646 6.468 -2.981
O -0.749 5.045 -2.950
S 0.110 4.479 -1.690
O -0.792 4.251 -0.596
O 1.017 3.474 -2.173
O 0.955 5.836 -1.384
H 1.510 6.619 -3.197
H 0.816 7.798 -2.053
H -0.787 6.843 -3.996
H -1.427 6.877 -2.331
C 6.017 1.323 1.383
C 4.629 1.012 0.837
O 4.528 -0.410 0.865
S 5.390 -0.976 2.123
O 4.488 -1.203 3.219
O 6.295 -1.978 1.638
O 6.232 0.379 2.432
H 6.785 1.165 0.620
H 6.090 2.342 1.767
H 4.486 1.388 -0.177
H 3.848 1.419 1.488
C 8.542 4.048 4.986
C 9.796 3.188 4.896
O 9.355 1.859 5.169
S 7.834 1.681 4.621
O 7.890 1.062 3.326
O 7.022 1.177 5.691
O 7.499 3.259 4.414
H 8.280 4.255 6.028
H 8.648 4.990 4.445
H 10.562 3.494 5.609
H 10.213 3.204 3.884
C 0.248 0.151 -4.741
C 1.478 1.024 -4.530
O 2.509 0.123 -4.127
S 2.267 -1.314 -4.847
O 3.099 -1.377 -6.016
O 2.261 -2.333 -3.837
O 0.736 -1.055 -5.329
H -0.225 -0.102 -3.787
H -0.487 0.625 -5.395
H 1.318 1.791 -3.771
H 1.790 1.498 -5.466
C 1.576 -4.979 -5.343
C 0.716 -4.419 -6.470
O 0.543 -5.504 -7.378
S 0.522 -6.898 -6.542
O -0.852 -7.264 -6.331
O 1.489 -7.787 -7.121
O 1.118 -6.321 -5.139
H 2.630 -5.019 -5.635
H 1.477 -4.400 -4.423
H 1.185 -3.570 -6.970
H -0.272 -4.124 -6.103
C -0.335 -9.961 -1.776
C -1.692 -9.800 -2.449
O -1.527 -8.725 -3.370
S 0.004 -8.732 -3.924
O 0.021 -9.412 -5.187
O 0.567 -7.420 -3.725
O 0.627 -9.738 -2.806
H -0.187 -9.204 -1.001
H -0.204 -10.955 -1.343
H -2.487 -9.577 -1.735
H -1.958 -10.696 -3.019
```

Values from the calculation:
charge	0
DFT total energy	-7421.38412	hartree
LUMO	0.000	eV